Record 1
ORCA calculation (ωB97M-V with the def2-TZVPD basis set) on C14H27GeOSi as an isolated structure.

Calculated values
* 2S+1: 1
* Kohn-Sham gap: 6.57 eV
* E_HOMO: -0.423 Eh
* electronic energy: -2991.02031 a.u.
* net charge: +1
* ΔE to the lowest compared entry with this formula, charge and spin: 0.000 eV

Last column: Löwdin charge in e.
Cartesian coordinates (Å):
C: 0.81583 0.53121 -2.76494  -0.072
O: 0.13063 0.90410 -1.56235  -0.234
C: -0.95397 0.04590 -1.23549  -0.204
C: -2.17915 0.18169 -2.10565  -0.230
C: -2.93627 -0.97057 -2.33181  -0.044
C: -4.17832 -0.86392 -2.97941  -0.067
C: -4.66888 0.40858 -3.34273  -0.073
C: -3.90291 1.55260 -3.07112  -0.074
C: -2.67100 1.44295 -2.43684  -0.036
H: 1.20612 1.46226 -3.17464  0.096
H: 1.64752 -0.14319 -2.50448  0.080
H: 0.17587 0.05154 -3.52673  0.103
H: -0.63115 -1.00873 -1.16610  0.112
H: -2.57371 -1.91217 -1.90874  0.111
H: -4.76479 -1.76622 -3.17353  0.106
H: -5.65451 0.51068 -3.82404  0.111
H: -4.27160 2.54925 -3.32444  0.109
H: -2.08297 2.29407 -2.09734  0.120
C: -0.66938 1.86386 3.00386  -0.171
Si: -0.04023 0.09026 2.86698  0.899
C: -1.28221 -1.30068 3.11242  -0.173
H: -1.26852 0.40126 -0.27291  0.107
C: 1.80149 -0.25833 2.97676  -0.362
Ge: 2.78813 -0.48034 1.19847  0.786
C: 4.62243 -0.82623 1.82736  -0.219
C: 2.15630 -2.05250 0.18939  -0.209
C: 2.77489 1.18458 0.14795  -0.210
H: -0.59246 2.19168 4.06676  0.063
H: -0.08304 2.55722 2.36723  0.051
H: -1.72600 1.95130 2.69011  0.048
H: -1.34150 -1.52505 4.20081  0.063
H: -2.28954 -1.01313 2.75827  0.049
H: -0.98734 -2.21957 2.57018  0.049
H: 2.28970 0.58387 3.52583  0.051
H: 1.95889 -1.19175 3.57262  0.051
H: 5.31835 -1.00206 0.99443  0.034
H: 4.97694 0.03702 2.40668  0.028
H: 4.62205 -1.71014 2.47906  0.027
H: 2.71682 -2.17055 -0.75137  0.037
H: 2.31551 -2.95219 0.80186  0.029
H: 1.08696 -1.96331 -0.04267  -0.006
H: 3.38639 1.07714 -0.76161  0.039
H: 1.75857 1.46676 -0.15945  -0.001
H: 3.20008 1.99081 0.76135  0.029



Record 2
ORCA calculation (ωB97M-V with the def2-TZVPD basis set) on a 2-piece molecular cluster, C2H6N2O overall.

Calculated values
* 2S+1: 1
* Kohn-Sham gap: 10.19 eV
* E_HOMO: -0.339 Eh
* electronic energy: -264.50469 a.u.
* net charge: 0
* ΔE to the lowest compared entry with this formula, charge and spin: 2.248 eV

Last column: Löwdin charge in e.
Cartesian coordinates (Å):
H: 1.95579 1.36868 -0.68498  0.034
N: 1.37829 0.91131 0.01402  0.041
C: 1.04132 1.45617 1.11730  -0.379
N: 0.10069 0.83140 1.88763  0.072
H: 1.67744 2.23095 1.54088  0.110
H: -0.17870 1.28139 2.74810  0.087
H: -0.56648 0.24117 1.45463  0.070
C: -0.78263 -1.89818 -1.40288  -0.141
O: -1.80279 -1.43553 -1.84592  -0.024
H: -0.28483 -2.80802 -1.76941  0.079
H: -0.37476 -1.31084 -0.55245  0.052



Record 3
ORCA calculation (ωB97M-V with the def2-TZVPD basis set) on a 2-piece molecular cluster, C6H16N2O overall.

Calculated values
* 2S+1: 1
* Kohn-Sham gap (alpha / beta): 7.93 / 7.93 eV
* E_HOMO (alpha / beta): -0.270 / -0.270 Eh
* electronic energy: -422.86078 a.u.
* net charge: 0
* ΔE to the lowest compared entry with this formula, charge and spin: 3.427 eV

Last column: Löwdin charge in e.
Cartesian coordinates (Å):
C: -1.84396 0.12575 0.17474  -0.500
C: 2.47649 0.09088 -0.52985  -0.385
C: -1.39657 0.23251 1.63440  -0.103
C: -3.19305 0.81406 -0.03599  -0.097
C: -1.88971 -1.34103 -0.25311  -0.091
C: 3.83141 0.32257 -1.10429  -0.002
N: 1.81763 -1.03652 -0.76185  -0.081
N: 1.84193 1.08983 0.10979  0.197
O: 1.37865 -1.51761 0.45904  -0.282
H: 2.32118 -1.73346 -1.31107  0.138
H: -1.09796 0.62708 -0.45352  0.114
H: 1.01930 0.79843 0.62595  0.083
H: 2.38102 1.83203 0.52261  0.116
H: -1.25690 1.27451 1.93426  0.072
H: -2.14950 -0.20109 2.29523  0.080
H: -0.46887 -0.32180 1.78457  0.055
H: -3.49307 0.77582 -1.08422  0.072
H: -3.96874 0.32195 0.55421  0.077
H: -3.15545 1.86126 0.26929  0.070
H: -2.17003 -1.43185 -1.30365  0.072
H: -2.62420 -1.88841 0.34128  0.078
H: -0.91225 -1.79971 -0.10372  0.048
H: 3.93017 -0.16911 -2.07247  0.089
H: 4.04215 1.38054 -1.25603  0.081
H: 4.58032 -0.10663 -0.43558  0.098